ORCA calculation (the ωB97M-V functional and the def2-TZVPD basis) on a structure of composition C21H30BrN7OPd at a distorted geometry.

```
61
Properties=species:S:1:pos:R:3
Pd 1.0801 -1.7734 -0.5492
N 2.9068 -0.6912 -0.4179
C 3.6181 -0.4406 -1.6671
C 3.7160 -1.6223 -2.6301
C 4.2533 -2.9629 -2.0265
C 3.1955 -4.0270 -2.0203
N 2.2771 -3.9088 -0.8676
H 2.5256 0.1566 -0.0063
H 3.4752 -1.1217 0.2774
H 4.6520 -0.0360 -1.4843
H 3.0676 0.3288 -2.0852
H 4.3081 -1.2864 -3.4578
H 2.6804 -1.8780 -2.9778
H 4.5475 -2.7354 -1.0064
H 5.1396 -3.2018 -2.5660
H 3.6760 -5.0289 -1.9700
H 2.6197 -3.9989 -2.9522
H 2.9142 -3.8593 -0.0692
H 1.6936 -4.7250 -0.7801
Br -3.1147 -4.7274 5.2363
C -4.0060 -3.6502 4.0337
C -4.8954 -4.2418 3.1204
C -5.6177 -3.4282 2.2645
C -5.4183 -2.0923 2.2926
C -4.5629 -1.5070 3.1966
C -3.9265 -2.2928 4.1448
N -6.0301 -1.2766 1.2961
N -5.3253 -0.4695 0.6983
C -3.9489 -0.3461 0.5869
C -3.2958 0.7902 1.1352
C -1.9510 0.9038 1.1454
C -1.1338 -0.1218 0.5534
O 0.1095 0.0772 0.4587
C -1.7455 -1.3504 0.0531
N -0.9557 -2.3402 -0.3824
C -1.4921 -3.4807 -0.6905
C -2.8420 -3.6800 -0.7187
C -3.7117 -2.6324 -0.4409
C -3.1678 -1.4396 0.0546
H -4.9898 -5.2919 3.0861
H -6.2452 -3.8347 1.5370
H -4.3905 -0.4559 3.3145
H -3.2666 -1.8240 4.8329
H -4.0055 1.5810 1.5684
H -1.4367 1.7819 1.6083
H -0.8776 -4.2937 -1.0218
H -3.2726 -4.6266 -1.0370
H -4.7817 -2.7649 -0.5559
N 3.0942 9.3593 -0.4449
C 2.7853 7.8320 -0.3019
C 2.8849 7.1524 -1.7084
N 2.9064 5.7275 -1.6023
H 3.1230 9.7622 0.4848
H 2.3496 9.7826 -0.9876
H 3.9559 9.4308 -0.9749
H 1.7728 7.7503 0.0883
H 3.5308 7.4808 0.4108
H 3.8172 7.4987 -2.1674
H 2.0594 7.4783 -2.3753
H 2.0587 5.2320 -1.5337
H 3.6133 5.3599 -1.0013
```

- M (g mol⁻¹) = 582.84
- net charge = +2
- 2S+1 = 3
- LUMO level (alpha / beta) (eV) = -5.02 / -6.25
- DFT total energy (eV) = -108248.0938



ORCA calculation (the ωB97M-V functional and the def2-TZVPD basis) on a structure of composition C49H53N5OSW.

```
110
Properties=species:S:1:pos:R:3
W -0.2816 -0.2065 0.1215
C 4.8824 0.9546 3.2323
C 4.9768 -0.2912 2.3514
C 3.9295 -0.3119 1.2845
C 4.0483 0.0436 -0.0170
C 5.2735 0.4925 -0.7468
C 6.0047 -0.6411 -1.4617
C 2.7413 -0.1259 -0.6157
C 2.5056 0.0859 -1.9529
C 1.3052 -0.1711 -2.5702
C 1.0712 -0.1205 -3.9969
C 2.0560 0.3968 -4.9951
C 2.0795 1.9254 -5.0273
C -0.1958 -0.5653 -4.1970
C -0.7389 -0.8830 -2.8868
C -1.9933 -1.4028 -2.6865
C -2.5711 -1.6964 -1.4642
N -1.9825 -1.5230 -0.2441
C -2.9295 -1.8806 0.6690
C -2.6652 -1.9897 2.0174
C -1.4133 -1.8385 2.5691
N -0.2687 -1.4431 1.9145
C 0.7160 -1.4744 2.8645
C 2.0300 -1.1079 2.6794
C 2.5455 -0.6770 1.4865
N 1.8255 -0.5407 0.3240
C 0.1931 -1.9072 4.1411
C -1.1334 -2.1229 3.9596
C -2.1538 -2.5336 4.9732
C -2.8978 -1.3359 5.5621
C 1.0063 -2.1111 5.3801
C 1.7754 -3.4304 5.3740
C -4.1667 -2.2432 0.0215
C -3.9358 -2.1510 -1.3160
C -4.8986 -2.3516 -2.4421
C -5.5477 -1.0386 -2.8782
C -5.4345 -2.5689 0.7428
C -6.0961 -1.3184 1.3243
N 0.1865 -0.5903 -1.9114
C -0.9199 -0.7447 -5.4921
C -0.8803 -2.1802 -6.0108
H 5.6482 0.9533 4.0089
H 3.9069 1.0215 3.7162
H 5.0027 1.8590 2.6340
H 4.9009 -1.1914 2.9680
H 5.9639 -0.3422 1.8862
H 5.9479 0.9781 -0.0368
H 5.0029 1.2710 -1.4658
H 6.3280 -1.4052 -0.7529
H 6.8855 -0.2715 -1.9879
H 5.3568 -1.1309 -2.1907
H 3.3323 0.4184 -2.5648
H 1.8150 0.0002 -5.9843
H 3.0543 0.0145 -4.7641
H 1.0994 2.3210 -5.3024
H 2.8113 2.2981 -5.7449
H 2.3193 2.3415 -4.0465
H -2.5946 -1.5820 -3.5673
H -3.4722 -2.2969 2.6682
H 2.6980 -1.1647 3.5272
H -1.6658 -3.1000 5.7697
H -2.8688 -3.2277 4.5245
H -2.2022 -0.6496 6.0480
H -3.6409 -1.6461 6.2977
H -3.4108 -0.7735 4.7793
H 0.3442 -2.0734 6.2485
H 1.7008 -1.2766 5.5120
H 1.0924 -4.2769 5.2866
H 2.3590 -3.5585 6.2865
H 2.4610 -3.4827 4.5264
H -5.6685 -3.0644 -2.1366
H -4.3929 -2.8182 -3.2915
H -6.1400 -0.6129 -2.0661
H -6.2046 -1.1819 -3.7373
H -4.7926 -0.2948 -3.1392
H -5.2344 -3.2856 1.5450
H -6.1242 -3.0743 0.0635
H -5.4489 -0.8420 2.0631
H -7.0452 -1.5532 1.8077
H -6.2825 -0.5799 0.5431
H -0.4814 -0.0745 -6.2355
H -1.9567 -0.4143 -5.3838
H 0.1491 -2.5042 -6.1731
H -1.4181 -2.2750 -6.9547
H -1.3257 -2.8750 -5.2966
O -1.3150 0.9217 1.6473
N -2.2434 1.8511 1.4812
C -2.6484 2.4718 2.6162
C -3.6387 3.4079 2.6064
C -4.2318 3.7211 1.3739
C -3.8025 3.0949 0.2404
C -2.7656 2.1282 0.2574
S -2.1941 1.3286 -1.1117
H -2.1101 2.1431 3.4916
H -3.9298 3.8777 3.5330
H -5.0220 4.4576 1.3143
H -4.2372 3.3166 -0.7240
C 0.5525 1.7240 -0.1492
C 1.0238 2.7459 -0.6085
C 1.5784 3.8503 -1.3289
C 0.7685 4.6222 -2.1688
C 1.3119 5.6441 -2.9289
C 2.6722 5.9206 -2.8680
C 3.4843 5.1654 -2.0316
C 2.9447 4.1426 -1.2681
H -0.2880 4.3899 -2.2186
H 0.6692 6.2258 -3.5779
H 3.0938 6.7199 -3.4632
H 4.5454 5.3743 -1.9728
H 3.5731 3.5493 -0.6147
```

- M (g mol⁻¹) = 943.90
- LUMO level (alpha / beta) (eV) = -0.81 / -0.81
- DFT total energy (eV) = -73832.8289



ORCA calculation (the ωB97M-V functional and the def2-TZVPD basis) on the molecule C7H17P at a distorted geometry.

```
25
Properties=species:S:1:pos:R:3
C 2.2738 -1.0110 0.9158
C 3.4679 0.6385 -0.5748
C -2.3409 -1.4613 -0.3797
C -3.3396 0.8193 0.1744
C 2.0467 -0.1404 -0.3137
C -2.1011 -0.0990 0.2971
C 1.0750 0.9765 -0.0198
P -0.5876 0.8599 -0.3990
H 1.4080 -1.3315 1.5521
H 2.8194 -0.4026 1.6023
H 2.8355 -1.8487 0.5655
H 3.5340 1.2868 0.2921
H 4.1842 -0.1798 -0.3740
H 3.5763 1.1052 -1.5781
H -2.6538 -1.3305 -1.4500
H -3.1556 -1.9713 0.1239
H -1.4133 -2.0359 -0.1399
H -2.9616 1.7074 -0.3555
H -3.7827 1.1530 1.1127
H -4.1488 0.4953 -0.4679
H 1.8266 -0.7698 -1.1574
H -1.7593 -0.2455 1.2647
H 1.1388 1.0521 1.0645
H -0.7907 0.6984 -1.7040
H -1.1510 2.0349 -0.0513
```

- M (g mol⁻¹) = 132.19
- SMILES string = CC(C)C=[PH2]C(C)C
- LUMO level (eV) = 0.98
- DFT total energy (eV) = -16820.0471



ORCA calculation (the ωB97M-V functional and the def2-TZVPD basis) on a cluster of 2 separate species, C6H14FN2 in total at a distorted geometry.

```
23
Properties=species:S:1:pos:R:3
C 0.5593 -1.8231 0.6278
C 2.3139 0.4391 0.2410
C -1.4844 1.4977 -0.0131
C -0.0759 1.2973 0.5381
C -2.3622 0.3439 0.2896
C 0.8933 0.3054 -0.2048
N 0.0575 -2.7896 -0.0304
N 0.6738 0.0698 -1.4691
F -1.8592 -0.7762 -0.4407
H 1.2334 -1.8393 1.5783
H 2.5274 1.4352 -0.3323
H 2.9534 -0.4134 -0.0763
H 2.4423 0.7047 1.3113
H -1.9198 2.3156 0.4250
H -1.4015 1.7348 -1.1526
H 0.3798 2.2999 0.3820
H -0.1205 1.2678 1.6710
H -2.3792 0.1289 1.3465
H -3.3170 0.4067 -0.1517
H 0.2459 -3.7916 0.2697
H 1.3309 -0.5391 -1.9674
H -0.2496 0.2874 -1.8707
H -0.4413 -2.5618 -0.9710
```

- M (g mol⁻¹) = 133.19
- net charge = +1
- LUMO level (eV) = -3.07
- DFT total energy (eV) = -12137.4362



ORCA calculation (the ωB97M-V functional and the def2-TZVPD basis) on the molecule C6H9N.

```
16
Properties=species:S:1:pos:R:3
C -2.5213 -0.3805 -0.0200
C -1.1192 0.1545 -0.0165
C -0.6320 1.3923 0.3088
C 0.7918 1.3359 0.2335
C 1.1430 0.0591 -0.1108
C 2.4527 -0.6641 -0.0975
N -0.0243 -0.6484 -0.2747
H -2.5313 -1.4437 0.2491
H -3.1152 0.1462 0.7361
H -3.0343 -0.2717 -0.9844
H -1.2282 2.2469 0.5990
H 1.4893 2.1268 0.4597
H 2.4230 -1.5883 -0.6885
H 3.2671 -0.0428 -0.4742
H 2.7060 -0.9489 0.9309
H -0.0673 -1.4735 -0.8503
```

- M (g mol⁻¹) = 95.14
- SMILES string = Cc1ccc(C)[nH]1
- LUMO level (eV) = 1.05
- DFT total energy (eV) = -7858.0073



ORCA calculation (the ωB97M-V functional and the def2-TZVPD basis) on a structure of composition C9H4BrCoNO4 at a distorted geometry.

```
20
Properties=species:S:1:pos:R:3
O -1.7407 -0.0253 -2.4681
C -0.7421 -0.5410 -2.2144
Co 0.7977 -1.2401 -1.7156
O 2.3575 1.3501 -2.5842
C 1.7822 0.4099 -2.2521
C 0.4275 -2.8664 -2.1714
O 0.1826 -3.9498 -2.4819
C 2.0462 -1.6818 -0.5540
O 2.9012 -1.9382 0.1706
Br -1.0572 4.0169 1.0730
C -0.8204 2.1432 1.2479
C -1.2121 1.4656 2.4051
C -1.0178 0.0848 2.4706
C -0.4185 -0.5623 1.3782
N -0.0596 0.1043 0.2894
C -0.2502 1.4166 0.1775
H -1.6592 2.0263 3.2246
H -1.3136 -0.5055 3.3347
H -0.2424 -1.6381 1.4039
H 0.0390 1.9309 -0.7338
```

- M (g mol⁻¹) = 328.97
- net charge = +3
- 2S+1 = 5
- LUMO level (alpha / beta) (eV) = -12.74 / -15.85
- DFT total energy (eV) = -126709.2178